Record 1
110
Properties=species:S:1:pos:R:3 method="wB97M-V/def2-TZVPD" energy_ha=-5592.34445 largest_force_ev_per_a=4.74 gap_ev=1.753 total_charge=+1
C 2.38796 -3.21028 5.62346
C 1.81474 -3.42141 4.13875
C 2.67807 -4.06822 3.02090
C 2.03513 -4.21106 1.60527
C 0.57159 -3.73513 1.24611
C 0.09071 -3.99431 -0.24815
C 0.20217 -2.72265 -1.22656
C -1.37243 -4.71843 -0.29593
C -0.31208 -3.05984 2.38260
O -1.60219 -2.65797 2.03942
C -2.01536 -1.47372 2.77962
B -2.81224 -0.31223 1.86305
C -1.64372 0.76903 1.43760
C -2.16806 2.15185 0.84663
C -3.38463 2.36116 -0.08189
C -3.86445 3.75805 -0.62282
C -3.08338 5.03741 -0.22957
C -1.84821 4.85842 0.68355
C -1.36206 3.45988 1.21540
C -0.04602 3.48877 2.11406
C -3.96571 0.27778 2.87757
C -3.34724 1.25437 4.02982
F -5.00503 1.05387 2.23601
P -3.48440 -1.24111 0.31989
C -2.70932 -0.69918 -1.30967
C -5.36252 -1.36139 0.25102
C 0.35192 -2.96074 3.77363
H 1.60458 -2.70362 6.28587
H 3.24633 -2.43906 5.52082
H 2.85727 -4.15632 6.07289
H 3.74562 -4.42006 3.23195
H 2.66084 -4.71342 0.79054
H 0.81305 -4.79014 -0.68138
H -0.04541 -1.74874 -0.68939
H 1.25652 -2.71301 -1.70298
H -0.50850 -2.93856 -2.11158
H -1.37762 -5.43484 0.61386
H -1.51405 -5.32627 -1.25768
H -2.18797 -3.93473 -0.12976
H -2.76428 -1.84209 3.58784
H -1.18015 -0.94173 3.34802
H -0.87284 0.22119 0.77760
H -1.05764 1.03002 2.41699
H -4.03155 1.47787 -0.38496
H -4.79092 3.85050 -1.27670
H -3.35973 6.09828 -0.53619
H -1.25643 5.79430 0.99997
H 0.46117 4.51984 2.04744
H 0.69776 2.64563 1.89839
H -0.39022 3.39446 3.21913
H -4.51035 -0.55148 3.47868
H -2.77782 2.15264 3.56477
H -4.25406 1.73357 4.56431
H -2.66552 0.69779 4.75819
H -2.54877 -1.61125 -1.99498
H -3.48372 -0.04161 -1.86492
H -1.75941 -0.07663 -1.23011
H -5.90553 -0.35961 0.04163
H -5.73151 -1.88198 1.19490
H -5.62855 -2.06383 -0.63067
H -0.25995 -2.48753 4.62188
C -2.96907 -0.57482 -4.96134
N -1.74485 -1.38591 -5.18124
O -1.18526 -1.27579 -6.25869
O -1.38605 -2.10655 -4.26327
H -3.16562 0.01292 -5.85605
H -3.78921 -1.26463 -4.76443
H -2.78312 0.07409 -4.10634
Al 3.05268 -5.95729 5.92990
C -0.29939 -4.54674 -5.50575
O -1.51480 -4.68759 -5.55787
O 0.42347 -4.19169 -6.45662
O 0.40458 -4.74335 -4.49531
C 2.09673 2.39551 -5.39480
C 1.10404 1.61830 -4.84430
C 1.62486 0.40576 -4.08907
O 0.91730 -0.36873 -3.46958
C 3.07559 0.14466 -4.11130
C 4.06796 0.91411 -4.67255
C 3.55666 2.18396 -5.33680
O 4.27361 3.03578 -5.82831
O 5.28903 0.68727 -4.68677
O -0.12330 1.80365 -4.89652
H 1.81882 3.28912 -5.94416
H 3.35021 -0.77616 -3.60809
O -1.30228 6.94901 -2.66952
H -1.24238 6.31561 -3.39504
H -1.47286 6.39926 -1.89310
Mg -0.20449 1.19100 4.24798
Li 2.16148 -1.59203 3.01778
C 7.13718 -1.53822 -6.49498
Cl 7.20554 -2.70153 -5.16252
Cl 8.71419 -1.40496 -7.28560
Cl 5.89258 -2.00423 -7.66344
H 6.87508 -0.56403 -6.08541
C 5.40893 -7.50313 2.97347
Cl 6.37479 -7.96701 4.37823
Cl 5.57039 -5.77481 2.62995
H 5.74749 -8.06909 2.10692
H 4.36208 -7.72765 3.17434
N 0.11235 7.25048 3.63611
C 0.85914 7.76263 2.60800
C 1.75024 8.66257 3.13906
C 1.53774 8.69062 4.53962
C 0.52344 7.80745 4.81783
H -0.62385 6.56976 3.53834
H 0.69118 7.44437 1.58986
H 2.47558 9.23632 2.58137
H 2.06863 9.29024 5.26421
H 0.05908 7.52894 5.75174

Record 2
95
Properties=species:S:1:pos:R:3 method="wB97M-V/def2-TZVPD" spin_multiplicity=6 energy_ha=-2206.50975 e_above_lowest_ev=2.5119 s2=8.836 largest_force_ev_per_a=4.98 gap_ev="6.667 / 5.832" total_charge=+1
Ir -0.40944 1.75616 0.19064
B -1.09193 4.92610 -0.63552
N 0.39998 4.56783 -0.39999
C 1.58734 5.23768 -0.28054
C 2.61561 4.33208 -0.02668
C 2.02182 3.08218 -0.03273
N 0.75962 3.19427 -0.41292
N -1.77094 4.49370 0.64066
C -2.62412 5.22123 1.41841
C -3.02186 4.45076 2.49775
C -2.26985 3.25685 2.36036
N -1.51084 3.27791 1.22923
H -1.44595 4.34214 -1.64963
H -1.29424 6.07823 -0.84932
H 1.63142 6.35093 -0.33045
H 3.63559 4.60952 0.19179
H 2.52320 2.05454 0.19756
H -2.86181 6.27333 1.15318
H -3.63552 4.60826 3.37418
H -2.26142 2.42694 3.07030
C -3.92729 -2.94958 2.86268
C -2.81168 -1.95596 2.54347
C -2.05099 -1.52901 3.63053
C -0.91555 -0.68262 3.45595
C -0.06216 -0.34115 4.64653
C -0.69067 -0.19021 2.17933
C -1.54355 -0.49455 1.03653
C -2.54012 -1.46722 1.23993
N -1.31236 0.18117 -0.14849
C -2.02294 -0.00313 -1.41713
C -3.53641 0.36558 -1.27731
C -4.28800 0.21550 -2.59580
C -4.11800 -1.28281 -2.94986
C -2.62534 -1.60552 -3.29290
C -2.10426 -0.64263 -4.37574
C -2.22237 0.80015 -3.85923
C -3.69505 1.14563 -3.64567
C -1.44892 0.94066 -2.51649
C -1.85175 -1.43014 -1.93725
H -3.49961 -3.79568 3.40733
H -4.47648 -3.20433 1.94820
H -4.66265 -2.51543 3.58626
H -2.38849 -1.76606 4.64281
H -0.67562 0.17392 5.41173
H 0.73613 0.37744 4.42028
H 0.41410 -1.21055 5.17777
H 0.24775 0.39667 2.05472
H -3.11690 -1.86121 0.38250
H -3.53899 1.42238 -0.98374
H -4.03743 -0.20380 -0.45233
H -5.37107 0.42961 -2.43627
H -4.73365 -1.54496 -3.82865
H -4.46641 -1.88505 -2.07377
H -2.48157 -2.60062 -3.66234
H -2.69371 -0.76201 -5.31645
H -1.09128 -0.93412 -4.72326
H -1.71530 1.45438 -4.56830
H -4.16587 1.05195 -4.66900
H -3.82249 2.18189 -3.39202
H -1.48537 1.97887 -2.13332
H -0.40762 0.70363 -2.68932
H -0.74916 -1.66715 -2.10544
H -2.17653 -2.21144 -1.18740
C 2.70546 -2.02354 -1.70112
C 2.29704 -2.39592 -0.35387
O 2.36388 -1.48061 0.66466
C 2.07383 -3.73627 0.13658
C 1.61449 -4.75845 -0.74704
C 1.11495 -5.95219 -0.25897
C 1.07181 -6.20124 1.12240
C 1.39033 -5.18253 1.98061
C 1.85618 -3.93104 1.54694
H 2.04174 -2.58396 -2.34519
H 3.67592 -2.51793 -1.93451
H 2.67678 -0.90613 -1.86340
H 1.55991 -4.58791 -1.80846
H 0.84549 -6.73554 -0.97480
H 0.79016 -7.17180 1.44889
H 1.24622 -5.27759 3.05145
H 2.16379 -3.19807 2.28217
C 5.83155 0.31997 2.23487
Si 5.14149 0.77107 0.54147
C 5.69119 2.50528 0.01949
C 5.77099 -0.46434 -0.74509
C 3.27747 0.82374 0.43943
C 2.52232 -0.19244 0.54110
H 6.88526 0.61053 2.25673
H 5.80387 -0.77608 2.49166
H 5.31427 0.87863 3.05912
H 6.79323 2.57839 -0.14960
H 5.48187 3.21693 0.84002
H 5.18377 2.85038 -0.89085
H 6.89462 -0.36726 -0.75043
H 5.48208 -0.22343 -1.78268
H 5.58703 -1.51381 -0.44692

Record 3
91
Properties=species:S:1:pos:R:3 method="wB97M-V/def2-TZVPD" spin_multiplicity=3 energy_ha=-2645.85104 s2=2.046 largest_force_ev_per_a=0.74 gap_ev="7.128 / 6.043" total_charge=+1
Pd -0.28185 0.02272 -0.05653
C 4.65838 -0.25352 1.60388
C 3.14198 -0.06308 1.70310
C 2.50943 -1.03932 2.70171
P 2.15216 -0.04486 0.15886
C 2.97838 1.06518 -1.05769
C 3.20580 2.43796 -0.41795
C 4.23437 0.52404 -1.73690
C 2.23750 -1.71260 -0.62297
C 3.07572 -2.76862 -0.28633
C 2.98317 -3.99312 -0.93852
C 2.05193 -4.18385 -1.95412
C 1.21445 -3.14647 -2.32355
C 1.30214 -1.92065 -1.66220
N 0.40794 -0.86616 -1.88726
C 0.00315 -0.46822 -3.13796
C 0.67364 -0.85767 -4.31501
C 0.28850 -0.33724 -5.53343
C -0.76044 0.57399 -5.60392
C -1.42167 0.96907 -4.44505
C -1.06501 0.47220 -3.20103
P -1.87463 0.92767 -1.61828
C -3.54373 0.15386 -1.69762
C -3.43281 -1.33020 -1.33526
C -4.30733 0.29213 -3.01545
C -2.07938 2.75806 -1.59453
C -3.17921 3.40936 -2.43221
C -0.72276 3.41417 -1.85541
H 5.07483 -0.34753 2.60927
H 5.14868 0.59430 1.12916
H 4.94207 -1.14664 1.04798
H 2.95641 0.94765 2.08583
H 2.74354 -2.07699 2.46002
H 1.42427 -0.94346 2.73155
H 2.89077 -0.83847 3.70442
H 2.20372 1.18861 -1.82227
H 4.03949 2.41928 0.28495
H 2.32354 2.79845 0.11742
H 3.44645 3.17094 -1.18961
H 5.05970 0.41113 -1.03439
H 4.55808 1.21825 -2.51570
H 4.06044 -0.44482 -2.20656
H 3.81069 -2.65023 0.49617
H 3.63932 -4.80349 -0.64980
H 1.97236 -5.14324 -2.44743
H 0.45753 -3.28991 -3.08312
H 1.51953 -1.52607 -4.25458
H 0.81449 -0.62790 -6.43306
H -1.05883 0.98224 -6.56011
H -2.23639 1.67426 -4.52804
H -4.09941 0.67166 -0.90593
H -2.95474 -1.88364 -2.14834
H -4.42908 -1.75380 -1.19328
H -2.84867 -1.50423 -0.43152
H -3.80456 -0.25919 -3.81197
H -4.43418 1.32108 -3.34350
H -5.30330 -0.14143 -2.90287
H -2.33081 2.91984 -0.53927
H -2.99913 3.30634 -3.50252
H -3.20701 4.48006 -2.21934
H -4.16824 3.01127 -2.21042
H -0.44419 3.32255 -2.90718
H 0.07259 2.96476 -1.25546
H -0.77327 4.47721 -1.61576
C -3.06917 0.72286 1.95993
P -1.34930 0.11028 2.02732
C -0.62392 1.14583 3.33580
C -0.63282 2.53002 3.14473
C -0.04537 3.37644 4.07154
C 0.57337 2.84714 5.19705
C 0.60021 1.47533 5.38954
C 0.00515 0.62563 4.46351
C -1.52326 -1.54400 2.76744
C -2.29688 -1.75581 3.91167
C -2.44824 -3.02852 4.43722
C -1.82574 -4.11116 3.82330
C -1.05624 -3.91394 2.68696
C -0.90929 -2.63545 2.16154
H -3.49644 0.83512 2.95631
H -3.66148 0.01025 1.38652
H -3.09932 1.69000 1.45751
H -1.09642 2.95537 2.26042
H -0.06533 4.44733 3.91710
H 1.03453 3.50562 5.92138
H 1.08290 1.06230 6.26567
H 0.03388 -0.44361 4.62821
H -2.77876 -0.91940 4.40576
H -3.04966 -3.17813 5.32414
H -1.94453 -5.10637 4.23152
H -0.57028 -4.75115 2.20311
H -0.30413 -2.48564 1.27169